(1)
This record from the OMol25 dataset describes a single C4H4O3 molecule at a distorted geometry. The level of theory is ωB97M-V/def2-TZVPD.

Structure (XYZ):
```
11
Properties=species:S:1:pos:R:3:nbo_charge:R:1
O -1.683 1.736 0.568 -0.644
C -0.846 0.630 0.464 0.224
C -0.974 -0.705 0.996 -0.050
O 0.071 -1.548 0.532 -0.426
C 0.755 -0.710 -0.350 0.620
O 1.550 -1.490 -1.045 -0.664
C 0.366 0.622 -0.297 -0.505
H -0.896 2.474 0.226 0.481
H -1.632 -1.187 1.762 0.216
H 2.491 -1.048 -1.638 0.513
H 0.799 1.226 -1.218 0.233
```

Values from the calculation:
total charge: 0
lowest unoccupied orbital energy: -0.05 eV
relative energy (zero: lowest compared OMol25 entry of this formula, charge and spin): 87.0 kcal per mole
HOMO: -7.710 eV
Kohn-Sham gap: 7.66 eV

(2)
This record from the OMol25 dataset describes a molecular structure, C4H4O3. The level of theory is ωB97M-V/def2-TZVPD.

Structure (XYZ):
```
11
Properties=species:S:1:pos:R:3:nbo_charge:R:1
C -1.855 0.049 0.183 -0.721
C -0.499 -0.410 -0.265 0.498
O -0.278 -1.264 -1.096 -0.484
C 0.706 0.286 0.379 0.364
O 0.602 1.121 1.250 -0.469
C 2.045 -0.234 -0.045 0.132
O 2.786 0.432 -0.871 -0.576
H -1.941 -0.073 1.268 0.251
H -2.627 -0.528 -0.328 0.242
H -1.982 1.118 -0.023 0.251
H 3.178 -0.582 -0.420 0.514
```

Values from the calculation:
total charge: 0
lowest unoccupied orbital energy: -0.85 eV
relative energy (zero: lowest compared OMol25 entry of this formula, charge and spin): 110.8 kcal per mole
HOMO: -9.080 eV
Kohn-Sham gap: 8.23 eV

(3)
This record from the OMol25 dataset describes a single C4H4O3 molecule at a distorted geometry. The level of theory is ωB97M-V/def2-TZVPD.

Structure (XYZ):
```
11
Properties=species:S:1:pos:R:3:nbo_charge:R:1
O -0.437 2.392 -0.823 -0.487
C -0.394 1.225 -0.583 0.751
O -1.521 0.231 -0.810 -0.538
C -1.304 -0.385 0.421 -0.043
C 0.357 0.258 0.272 0.082
C 1.463 -0.617 -0.141 -0.092
O 1.676 0.481 0.744 -0.434
H -1.405 -1.492 0.438 0.194
H -1.847 0.089 1.250 0.183
H 1.920 -0.550 -1.126 0.195
H 1.506 -1.595 0.346 0.188
```

Values from the calculation:
total charge: 0
lowest unoccupied orbital energy: 0.79 eV
relative energy (zero: lowest compared OMol25 entry of this formula, charge and spin): 77.7 kcal per mole
HOMO: -10.766 eV
Kohn-Sham gap: 11.56 eV

(4)
This record from the OMol25 dataset describes a single C4H4O3 molecule. The level of theory is ωB97M-V/def2-TZVPD.

Structure (XYZ):
```
11
Properties=species:S:1:pos:R:3:nbo_charge:R:1
C -1.659 0.342 -0.490 -0.702
C -0.785 -0.743 0.063 0.714
O -0.957 -1.919 0.092 -0.545
C 0.921 -0.101 0.117 0.277
O 0.191 -0.119 1.157 -0.444
C 2.364 0.245 0.287 0.318
O 2.729 1.397 0.297 -0.485
H -2.604 0.322 0.064 0.245
H -1.868 0.111 -1.537 0.250
H -1.204 1.328 -0.409 0.238
H 3.063 -0.613 0.331 0.135
```

Values from the calculation:
total charge: 0
lowest unoccupied orbital energy: -0.17 eV
relative energy (zero: lowest compared OMol25 entry of this formula, charge and spin): 89.5 kcal per mole
HOMO: -9.326 eV
Kohn-Sham gap: 9.16 eV

(5)
This record from the OMol25 dataset describes a single C4H4O3 molecule. The level of theory is ωB97M-V/def2-TZVPD.

Structure (XYZ):
```
11
Properties=species:S:1:pos:R:3:nbo_charge:R:1
C -1.846 0.048 -0.865 -0.782
C -0.675 0.011 0.046 0.293
O 0.390 -0.407 -0.631 -0.493
C 1.480 0.172 1.501 0.764
O 1.316 0.168 2.675 -0.501
C 1.547 -0.353 0.152 0.239
O 1.951 0.997 0.544 -0.451
H -2.704 -0.376 -0.333 0.252
H -1.722 -0.408 -1.855 0.214
H -2.075 1.118 -0.975 0.264
H 2.339 -0.971 -0.258 0.202
```

Values from the calculation:
total charge: 0
lowest unoccupied orbital energy: 0.43 eV
relative energy (zero: lowest compared OMol25 entry of this formula, charge and spin): 97.2 kcal per mole
HOMO: -9.276 eV
Kohn-Sham gap: 9.70 eV

(6)
This record from the OMol25 dataset describes a single C4H4O3 molecule. The level of theory is ωB97M-V/def2-TZVPD.

Structure (XYZ):
```
11
Properties=species:S:1:pos:R:3:nbo_charge:R:1
C 0.834 0.924 -1.321 -0.723
C -0.183 0.118 -0.568 0.487
O -1.037 -0.493 -1.168 -0.474
C -0.203 0.019 0.960 0.391
O 0.192 0.890 1.698 -0.454
C -0.791 -1.274 1.541 0.341
O -0.788 -2.319 0.946 -0.441
H 1.757 1.162 -0.785 0.236
H 0.386 1.853 -1.689 0.253
H 0.982 0.292 -2.198 0.252
H -1.149 -1.170 2.584 0.133
```

Values from the calculation:
total charge: 0
lowest unoccupied orbital energy: -1.12 eV
relative energy (zero: lowest compared OMol25 entry of this formula, charge and spin): 32.6 kcal per mole
HOMO: -9.728 eV
Kohn-Sham gap: 8.60 eV

(7)
This record from the OMol25 dataset describes a single C4H4O3 molecule at a distorted geometry. The level of theory is ωB97M-V/def2-TZVPD.

Structure (XYZ):
```
11
Properties=species:S:1:pos:R:3:nbo_charge:R:1
O -1.658 -1.324 0.608 -0.680
C -0.593 -0.555 0.259 0.115
C -0.050 -0.276 -1.009 -0.332
C 1.044 0.517 -0.834 0.043
O 1.256 0.778 0.479 -0.419
C 0.304 0.175 1.191 0.517
O 0.279 0.255 2.528 -0.653
H -2.490 -0.865 0.437 0.481
H -0.429 -0.645 -1.938 0.231
H 1.742 0.932 -1.533 0.203
H 1.125 0.608 2.839 0.494
```

Values from the calculation:
total charge: 0
lowest unoccupied orbital energy: 0.67 eV
relative energy (zero: lowest compared OMol25 entry of this formula, charge and spin): 37.8 kcal per mole
HOMO: -7.653 eV
Kohn-Sham gap: 8.33 eV

(8)
This record from the OMol25 dataset describes a molecular structure, C4H4O5Ru at a distorted geometry. The level of theory is ωB97M-V/def2-TZVPD.

Structure (XYZ):
```
14
Properties=species:S:1:pos:R:3:nbo_charge:R:1
O 0.858 -0.035 -1.449 -0.446
C 0.872 -0.242 -0.141 1.027
C 0.133 1.165 -1.754 -0.102
O -0.892 -1.909 1.130 -0.777
O 0.205 0.685 0.527 -0.437
C -0.291 1.686 -0.372 -0.103
H -0.717 0.894 -2.391 0.210
H 0.802 1.850 -2.286 0.209
H -1.378 1.745 -0.248 0.216
H 0.173 2.645 -0.112 0.207
O 1.675 -0.997 0.402 -0.694
O -1.606 -2.282 3.279 -0.559
C -0.730 -2.402 2.411 0.413
Ru 0.897 -2.804 1.005 0.837
```

Values from the calculation:
multiplicity: 7
expectation value of S²: 12.012
total charge: 0
lowest unoccupied orbital energy (alpha / beta): 0.19 / -1.40 eV
HOMO (alpha / beta): -5.956 / -8.955 eV
Kohn-Sham gap (alpha / beta): 6.15 / 7.56 eV

Question: Which value of total charge does entry 1 give?
Answer: 0